C6H12O | wB97M-V/def2-TZVPD

Structure (XYZ):
```
19
Properties=species:S:1:pos:R:3:forces:R:3
C -2.5251 -0.9181 0.4244 0.1 0.1 0.0
H -2.9280 0.0732 0.6719 0.2 -0.1 -0.1
H -0.9540 -1.8818 -0.6871 0.3 0.2 0.2
H -1.2417 1.6329 -1.0550 0.0 -0.1 0.1
C 1.4449 -0.3210 -0.0030 -0.1 -0.2 -0.1
C -1.2654 -0.8520 -0.4779 0.2 0.0 0.0
C -0.2987 1.4629 -0.4874 0.2 0.3 0.1
O 0.4954 2.3643 -0.3772 -0.5 -0.1 -0.1
H -0.3055 0.1494 1.1606 0.0 0.2 -0.1
H 1.6002 -1.1351 0.7131 -0.2 -0.1 -0.2
C 2.5856 0.7122 0.3045 -0.1 -0.1 0.0
H 3.5333 0.1559 0.3859 -0.4 0.0 0.0
H -2.3347 -1.4380 1.3707 0.1 0.1 -0.1
H 2.7422 1.4630 -0.4759 -0.3 -0.2 0.1
C -0.0995 0.0694 0.0839 0.1 0.1 0.1
H 2.4754 1.2662 1.2443 -0.3 -0.2 -0.2
H -1.6146 -0.4600 -1.4475 0.4 0.0 0.2
H 1.6754 -0.7258 -0.9956 -0.2 0.0 0.1
H -3.3439 -1.4624 -0.0699 0.3 0.1 0.0
```
Forces are in eV/Å.

Results
- Lowest unoccupied orbital energy: 0.98 eV
- E: -311.02137 a.u.
- ΔE to the lowest compared entry with this formula, charge and spin: 99.5 kJ/mol
- Maximum force: 0.51 eV/Å
- HOMO-LUMO gap: 10.5 eV